C5H11N2 | ωB97M-V/def2-TZVPD

Cartesian coordinates (Å):
C: -0.404 3.094 -0.423
C: -0.743 2.054 0.674
C: 0.088 1.111 0.959
C: 0.927 -2.797 -0.491
C: -0.956 -1.442 -0.737
N: 0.875 0.196 1.359
N: 0.179 -1.622 -0.234
H: -1.195 2.988 -1.150
H: -0.560 3.929 0.191
H: -1.839 1.797 0.975
H: 1.961 -2.568 -0.760
H: 0.635 -3.399 -1.382
H: 0.971 -3.396 0.512
H: 0.634 3.150 -0.676
H: -1.398 -2.133 -1.494
H: -1.538 -0.668 -0.263
H: 1.543 0.447 2.098
H: 0.821 -0.740 0.842

Energy relative to the best compared isomer or geometry (same formula, charge and spin) in kJ/mol: 299.2
Frontier orbital gap in eV: 10.35
Total charge: +1